Record 1
A cluster of 2 separate species, C26H29N4O5 in total. Source: OMol25; level of theory: ωB97M-V/def2-TZVPD.

```
! wB97M-V def2-TZVPD RIJCOSX def2/J DEFGRID3
* xyz -1 1
O -1.247 -2.864 0.940
O 0.414 1.285 3.698
O 4.969 1.502 3.826
O 0.010 -3.827 -0.681
O 3.066 -2.648 3.332
N -4.923 -0.011 3.914
N 4.020 -0.605 3.636
N 2.690 1.365 3.757
N 2.026 -2.045 -0.028
C 5.027 -2.329 -2.939
C 0.494 -1.562 3.150
C -2.956 -1.288 4.572
C -2.865 0.113 2.591
C -1.541 -0.243 2.408
C 6.608 -1.426 -1.313
C -0.125 -2.987 0.193
C 3.131 -1.378 0.130
C -2.267 -3.798 0.526
C 5.331 -1.221 3.688
C 4.243 -1.573 -0.763
C -1.667 -1.717 4.317
C -5.945 -0.292 2.922
C -0.909 -1.150 3.278
C -3.585 -0.377 3.696
C -3.483 -3.610 1.393
C 6.335 -1.964 -2.583
C 0.877 -1.959 0.543
C 3.993 -2.167 -2.014
C 2.893 -1.437 3.490
C 1.571 -0.800 3.496
C 5.565 -1.206 -0.411
C -5.235 1.123 4.763
C 1.477 0.665 3.671
C 2.662 2.800 3.920
C 3.969 0.792 3.746
H -6.903 -0.411 3.445
H -4.174 -4.438 1.195
H 6.061 -0.419 3.790
H -5.712 -1.219 2.382
H -6.044 0.535 2.200
H 7.633 -1.169 -1.034
H 5.515 -1.796 2.776
H 4.804 -2.738 -3.925
H 0.542 -1.048 1.038
H 7.152 -2.095 -3.299
H 3.247 -0.692 0.984
H 0.681 -2.610 2.864
H -1.174 -2.472 4.936
H -3.242 -3.614 2.463
H 5.370 -1.896 4.548
H 3.184 3.273 3.086
H 2.973 -2.472 -2.236
H -3.995 -2.669 1.154
H 5.742 -0.756 0.565
H -0.974 0.211 1.594
H 3.183 3.061 4.842
H 1.623 3.114 3.955
H -5.363 2.039 4.158
H -1.867 -4.817 0.629
H -3.355 0.807 1.906
H -3.522 -1.668 5.425
H -4.425 1.278 5.487
H -2.516 -3.611 -0.531
H -6.176 0.916 5.292
*
```

For the HOMO energy, the calculation gives -2.851 eV.

Record 2
A structure of composition C24H53GaNO5. Source: OMol25; level of theory: ωB97M-V/def2-TZVPD.

```
! wB97M-V def2-TZVPD RIJCOSX def2/J DEFGRID3
* xyz -1 1
Ga -0.862 -2.527 1.577
O 2.634 -3.532 -1.237
O -3.815 5.546 -2.213
O -1.654 4.631 1.134
O 5.567 -3.667 2.848
O -5.548 1.817 -0.865
N -0.696 -0.577 1.368
C -3.091 6.901 -4.012
C -5.473 0.308 -2.686
C 2.315 -3.216 -2.594
C -2.189 5.681 -3.928
C -1.883 2.507 2.170
C 3.615 -1.344 1.205
C 3.084 -0.296 2.248
C -3.143 2.804 1.375
C -2.459 5.190 -2.515
C 5.402 -5.597 4.209
C 6.137 -4.515 4.982
C 3.118 -4.875 -1.176
C 4.718 -4.790 3.118
C -5.470 0.419 -1.170
C 2.815 -5.516 -2.519
C 2.899 -4.323 -3.455
C 6.562 -3.570 3.871
C -4.300 6.453 -3.207
C -0.895 3.486 1.562
C -3.051 4.310 1.182
C 0.718 -0.150 1.298
C -4.788 1.604 -3.093
C -5.317 2.577 -2.053
C 1.551 -0.488 2.548
H -0.404 3.057 0.681
H -5.005 1.917 -4.115
H -1.136 5.897 -4.106
H 5.445 -4.009 5.660
H -3.535 4.651 0.264
H 0.729 0.961 1.218
H -6.501 0.296 -3.062
H -4.621 3.386 -1.835
H -5.020 5.916 -3.836
H -2.333 4.111 -2.410
H -6.271 3.016 -2.369
H 3.236 0.722 1.872
H 6.978 -4.886 5.569
H 3.945 -4.105 -3.689
H 2.362 -4.461 -4.394
H -2.062 -3.148 0.716
H 4.184 -2.157 1.682
H -4.540 0.027 -0.746
H 1.223 -3.179 -2.685
H 2.717 -2.232 -2.840
H -4.969 -0.589 -3.046
H 1.800 -5.921 -2.521
H -3.704 1.497 -2.991
H 2.798 -1.831 0.666
H -6.309 -0.102 -0.705
H 6.122 -6.293 3.766
H 2.637 -5.391 -0.343
H 4.567 -5.360 2.201
H -2.610 7.753 -3.523
H 4.223 -0.774 0.488
H 7.524 -3.870 3.439
H -0.124 3.802 2.268
H -4.815 7.283 -2.721
H -4.060 2.497 1.875
H -1.807 5.686 -1.789
H -3.097 2.299 0.407
H -1.039 -2.793 3.170
H 4.701 -6.172 4.813
H -2.045 2.745 3.227
H 3.504 -6.323 -2.771
H 3.748 -4.410 3.454
H -2.511 4.929 -4.655
H -3.495 4.846 2.030
H -3.345 7.193 -5.031
H 1.436 -1.516 2.908
H -1.061 -0.413 0.432
H 1.332 0.180 3.394
H 6.639 -2.534 4.204
H 1.172 -0.515 0.361
H -1.554 1.466 2.099
H 4.198 -4.839 -0.988
H 3.660 -0.458 3.170
H 0.597 -3.105 1.162
*
```

For the HOMO energy, the calculation gives -3.851 eV.

no.,LUMO level (eV),E (eV)
1,2.30,-43631.46532
2,2.43,-89848.75935